# 1
# C27H39FN13

A cluster of 12 separate species, C27H39FN13 in total (wB97M-V/def2-TZVPD, the OMol25 dataset).

Geometry (Å):
1 F 2.47705 3.04095 -0.85383
2 N 1.98530 3.97944 -1.73050
3 C 0.54710 4.16168 -1.52342
4 C 0.01588 5.43476 -1.55570
5 C -1.36479 5.50006 -1.37636
6 N -2.14017 4.43233 -1.18104
7 C -1.56509 3.23248 -1.16613
8 C -0.20107 3.02912 -1.33332
9 H 2.24244 3.62929 -2.68375
10 H 2.53459 4.83307 -1.58977
11 H 0.60730 6.32419 -1.69477
12 H -1.85803 6.45809 -1.39208
13 H -2.19810 2.37023 -1.02701
14 H 0.22691 2.04192 -1.33987
15 C -1.97822 0.73513 -4.11288
16 C -1.05656 0.29524 -3.08005
17 N -0.31349 -0.02922 -2.26573
18 H -2.11346 1.81376 -4.06368
19 H -1.57360 0.49680 -5.09401
20 H -2.94243 0.24464 -3.99264
21 C 1.40587 5.01899 -5.52743
22 C 0.52788 3.85924 -5.60151
23 N -0.11167 2.90701 -5.65854
24 H 1.31511 5.50209 -4.55502
25 H 2.43635 4.69997 -5.66808
26 H 1.15637 5.75307 -6.29092
27 C -1.09049 3.36099 2.28036
28 C -1.60397 2.35004 3.18964
29 N -2.01828 1.49953 3.83712
30 H -1.14727 4.35644 2.71708
31 H -0.04600 3.15015 2.05137
32 H -1.66448 3.35218 1.35416
33 C -0.18593 0.19867 -0.09345
34 C 0.09742 -0.08197 1.30573
35 N 0.33250 -0.30546 2.40696
36 H -0.24677 1.27607 -0.24912
37 H 0.59701 -0.20532 -0.73091
38 H -1.12309 -0.25486 -0.40291
39 C 5.30505 2.20466 -5.06130
40 C 4.36169 3.09432 -4.42757
41 N 3.67109 3.79367 -3.83335
42 H 5.20163 1.21311 -4.61206
43 H 5.12522 2.12340 -6.13131
44 H 6.31482 2.57457 -4.88937
45 C 1.77133 -2.16017 -3.49516
46 C 3.00253 -1.40611 -3.69315
47 N 4.00468 -0.86117 -3.82919
48 H 1.82102 -3.07191 -4.08851
49 H 1.63315 -2.43071 -2.45182
50 H 0.90486 -1.58472 -3.81283
51 C 0.38192 -5.31012 -0.20693
52 C -0.06016 -4.12585 -0.92764
53 N -0.43056 -3.20329 -1.50247
54 H -0.19397 -6.17367 -0.53247
55 H 1.43755 -5.49170 -0.39817
56 H 0.23268 -5.16716 0.86125
57 C -0.77813 -1.88787 4.65531
58 C -0.81486 -2.83324 5.75916
59 N -0.84309 -3.61899 6.59466
60 H -1.09289 -2.38663 3.74024
61 H -1.44100 -1.04425 4.84070
62 H 0.23470 -1.51212 4.51786
63 C -3.13650 -6.24030 6.89339
64 C -3.64626 -7.48246 6.33593
65 N -4.02258 -8.47262 5.89350
66 H -3.36854 -6.16142 7.95300
67 H -2.05629 -6.18958 6.77217
68 H -3.57404 -5.38850 6.37671
69 C 0.94623 2.39008 4.09015
70 C 1.93009 3.10873 4.88600
71 N 2.70120 3.68641 5.50886
72 H 1.19988 1.33617 4.01222
73 H -0.03857 2.47232 4.54687
74 H 0.90348 2.80946 3.08634
75 C -3.19650 -7.80634 2.81748
76 C -2.38668 -6.92053 1.99303
77 N -1.74105 -6.22284 1.34913
78 H -4.09900 -7.29836 3.14890
79 H -3.48403 -8.69271 2.25585
80 H -2.64218 -8.12231 3.69665

Calculated values
Net charge: +1
Gap between HOMO and LUMO (eV): 8.73
Energy relative to the best compared isomer or geometry (same formula, charge and spin) (kJ/mol): 71.24
Maximum force (hartree/bohr): 0.08025
HOMO (eV): -12.82
LUMO level (Ha): -0.1503
E (eV): -50705.993

Atom charges from the Löwdin analysis, given in e for atoms 1 to 5: 0.082 0.138 -0.178 0.022 -0.087

# 2
# C27H39N4O2

The ion C27H39N4O2 with charge +1 (wB97M-V/def2-TZVPD, the OMol25 dataset).

Geometry (Å):
1 C 2.20387 -2.02578 3.18399
2 C 2.59397 -0.87313 2.26155
3 N 2.09370 0.40200 2.75186
4 C 2.83688 1.55230 2.25880
5 C 2.56367 2.80651 3.08320
6 C 0.65932 0.54830 2.66245
7 C 0.09914 0.73123 1.25306
8 O 0.73983 0.50628 0.24135
9 N -1.18419 1.20871 1.20987
10 C -1.95878 1.42563 2.38507
11 C -2.46515 0.34748 3.09612
12 C -3.21828 0.57262 4.23451
13 C -3.46659 1.86867 4.65465
14 C -2.97654 2.94116 3.92983
15 C -2.21788 2.73188 2.78823
16 C -1.72968 3.84896 1.91928
17 C -2.57178 3.89845 0.64096
18 C -2.38343 2.75457 -0.32107
19 C -2.86339 2.94495 -1.61706
20 C -2.68525 2.01733 -2.62117
21 C -2.04705 0.81732 -2.32940
22 N -1.73602 -0.05693 -3.39511
23 C -1.01959 -1.18183 -3.33258
24 O -0.77774 -1.79717 -2.29413
25 C -0.43877 -1.64355 -4.67134
26 C 0.45036 -2.88775 -4.53568
27 N 1.29174 -2.85499 -3.31591
28 C 1.79637 -4.19687 -2.94371
29 C 0.72828 -5.03430 -2.26001
30 C 2.37231 -1.83855 -3.36231
31 C 2.71249 -1.32820 -1.97084
32 C -1.64708 0.56366 -1.03029
33 C -1.76851 1.53199 -0.03850
34 H 2.41110 -1.75482 4.21527
35 H 1.15054 -2.28101 3.09560
36 H 2.78524 -2.90932 2.93224
37 H 3.68396 -0.80299 2.24640
38 H 2.25825 -1.08160 1.23495
39 H 2.63428 1.75296 1.19480
40 H 3.89729 1.30659 2.35428
41 H 1.57856 3.22047 2.88130
42 H 3.30204 3.56626 2.84087
43 H 2.63608 2.57501 4.14243
44 H 0.35645 1.39861 3.27810
45 H 0.19851 -0.34006 3.09968
46 H -2.27546 -0.65835 2.75163
47 H -3.61434 -0.26310 4.79011
48 H -4.05102 2.04426 5.54435
49 H -3.18155 3.95109 4.25236
50 H -0.67855 3.70364 1.65727
51 H -1.82368 4.80084 2.44279
52 H -2.34728 4.82416 0.10513
53 H -3.62969 3.93935 0.92263
54 H -3.35811 3.87606 -1.84961
55 H -3.02342 2.23074 -3.62441
56 H -1.95399 0.31931 -4.30937
57 H -1.25292 -1.87630 -5.35991
58 H 0.11779 -0.80842 -5.10317
59 H -0.18941 -3.76842 -4.46234
60 H 1.08872 -2.99484 -5.41654
61 H 0.57600 -2.53817 -2.57848
62 H 2.63063 -4.05927 -2.25529
63 H 2.17179 -4.69424 -3.84203
64 H 1.17174 -5.95976 -1.90418
65 H -0.08592 -5.29641 -2.92999
66 H 0.31758 -4.50357 -1.40435
67 H 3.24626 -2.28334 -3.84524
68 H 2.03668 -1.00022 -3.97227
69 H 3.06997 -2.12273 -1.32141
70 H 1.85455 -0.85166 -1.49980
71 H 3.50067 -0.58460 -2.04466
72 H -1.19554 -0.37709 -0.77482

Calculated values
Net charge: +1
Gap between HOMO and LUMO (eV): 8.06
Energy relative to the best compared isomer or geometry (same formula, charge and spin) (kJ/mol): 44.73
Maximum force (hartree/bohr): 0.01518
HOMO (eV): -10.16
LUMO level (Ha): -0.0772
SMILES string: CCN(CC)CC(=O)N1c2ccccc2CCc2ccc(NC(=O)CC[NH+](CC)CC)cc21
E (eV): -38683.166

Atom charges from the Löwdin analysis, given in e for atoms 1 to 5: -0.082 -0.253 -0.171 -0.248 -0.075

# 3
# C27H39O5Tl

A structure of composition C27H39O5Tl (wB97M-V/def2-TZVPD, the OMol25 dataset).

Geometry (Å):
1 C 0.17998 -0.81825 -4.44165
2 C -0.18138 -1.41505 -3.05932
3 C 0.08824 0.70014 -4.25057
4 C -1.07333 0.87034 -3.24168
5 H -0.08538 1.13402 -5.24542
6 H 1.03481 1.09525 -3.84311
7 C -1.33222 -0.52096 -2.58708
8 H 0.68401 -1.33974 -2.37929
9 H -0.45743 -2.47317 -3.16254
10 C -1.45706 -0.28167 -1.07991
11 H -2.26359 -0.96376 -2.98368
12 H -1.96325 1.16515 -3.82956
13 C -0.85309 1.80268 -1.99934
14 C 1.52204 -1.28379 -4.97044
15 C -0.76364 -1.27887 -5.53699
16 O -1.10478 -0.60218 -6.47509
17 O 2.38327 -1.76652 -4.26375
18 O 1.65775 -1.17271 -6.30241
19 O -1.18915 -2.55342 -5.33119
20 C -0.62415 -3.67529 -6.04920
21 H -0.30665 -4.38702 -5.27656
22 H 0.22801 -3.40118 -6.68853
23 H -1.42622 -4.09875 -6.66016
24 C 2.98025 -1.50221 -6.73230
25 H 3.74862 -1.01019 -6.12268
26 H 3.05991 -1.17820 -7.77075
27 H 3.14006 -2.58495 -6.65944
28 O -1.49928 1.14191 -0.86656
29 H -0.61515 -0.69651 -0.48359
30 H -2.38432 -0.73664 -0.69259
31 C -1.47963 3.16693 -2.26353
32 C 0.62366 1.96752 -1.62503
33 H 1.15385 2.58082 -2.36287
34 H 1.11592 0.99097 -1.52377
35 H 0.70417 2.46841 -0.64936
36 H -1.30331 3.84235 -1.42357
37 H -2.55497 3.10124 -2.46081
38 H -1.01086 3.60660 -3.15194
39 Tl -0.15330 0.43617 2.17702
40 C -2.13115 -0.79719 4.73487
41 C -2.59539 -0.56250 3.39849
42 C -2.22140 -1.70601 2.59555
43 H -3.26204 0.24742 3.08435
44 C -1.53497 -2.62319 3.44417
45 C -1.48294 -2.06279 4.75015
46 H -1.06880 -2.55033 5.63049
47 H -2.31952 -0.17530 5.61703
48 H -2.49503 -1.88223 1.55163
49 H -1.17288 -3.61725 3.17161
50 C 2.53231 0.05400 3.76279
51 C 2.10470 -0.90953 4.72229
52 C 1.87896 -2.13796 4.04506
53 H 2.02448 -0.77550 5.80264
54 C 2.11071 -1.95182 2.66422
55 C 2.50049 -0.58291 2.46872
56 H 2.84329 -0.13580 1.53099
57 H 2.92863 1.05380 3.98037
58 H 1.61278 -3.07431 4.53205
59 H 2.06015 -2.73636 1.90002
60 C 1.22849 2.46226 5.91731
61 C -0.19186 2.30644 5.38816
62 C -0.98070 3.58988 5.66440
63 C -0.32650 2.24155 3.88416
64 H 1.80497 3.13265 5.27398
65 H 1.76160 1.51333 5.95283
66 H 1.22585 2.88394 6.92990
67 H -0.64432 1.41428 5.85224
68 H -0.54281 4.34929 4.99999
69 H -2.01573 3.47008 5.34046
70 H -0.95529 3.97391 6.68842
71 H -1.36567 2.44798 3.60257
72 H 0.46718 2.81068 3.38727

Calculated values
Net charge: -2
Gap between HOMO and LUMO (eV): 2.46
Energy relative to the best compared isomer or geometry (same formula, charge and spin) (kJ/mol): 0.00
Maximum force (hartree/bohr): 0.04117
HOMO (eV): 0.88
LUMO level (Ha): 0.1230
E (eV): -43557.927

Atom charges from the Löwdin analysis, given in e for atoms 1 to 5: -0.263 -0.046 -0.044 -0.151 0.125